DFT (ωB97M-V/def2-TZVPD) results for a gas-phase ion, C2H7N4O (charge +1).

XYZ file:
```
14
Properties=species:S:1:pos:R:3:nbo_charge:R:1
N -0.458 1.603 -0.405 -0.6462
N -0.528 0.211 -0.212 0.0161
N -1.674 -0.562 -0.519 -0.6446
C 0.569 -0.278 0.362 0.3512
N 1.425 0.634 0.802 -0.7267
C 0.856 -1.645 0.034 0.3357
O 1.617 -2.324 0.618 -0.3826
H -1.374 1.988 -0.561 0.4034
H 0.246 1.889 -1.058 0.4019
H -1.830 -1.238 0.243 0.3932
H -2.642 -0.175 -0.644 0.4330
H 2.401 0.351 1.090 0.4526
H 1.178 1.606 0.949 0.4493
H 0.216 -2.059 -0.699 0.1637
```

Output
LUMO in eV: -5.3
E in eV: -10185.5909
E_HOMO in Ha: -0.5078
Total charge: +1
Orbital gap in eV: 8.54